1.
2 unconnected molecules or ions with the total composition C10H15O, computed with the ωB97M-V functional and the def2-TZVPD basis.

Geometry (Å):
C: 0.774 -2.174 0.202
C: -0.065 -1.062 -0.334
C: -0.934 -1.526 -1.450
C: -0.463 0.010 0.539
C: -1.464 0.951 0.140
C: -1.877 1.969 0.992
C: -1.354 2.083 2.282
C: -0.429 1.134 2.725
C: -0.002 0.104 1.895
H: 1.669 -1.793 0.702
H: 0.209 -2.791 0.922
H: 1.062 -2.830 -0.628
H: -1.581 -0.768 -1.883
H: -0.288 -1.941 -2.229
H: -1.597 -2.344 -1.120
H: -1.922 0.852 -0.847
H: -2.593 2.695 0.618
H: -1.673 2.886 2.937
H: -0.004 1.214 3.721
H: 0.668 -0.668 2.284
C: 1.884 1.021 -2.004
O: 1.586 -0.308 -1.563
H: 1.283 1.722 -1.394
H: 2.967 1.203 -1.849
H: 1.692 1.119 -3.100
H: 2.453 -0.755 -1.555

For the LUMO energy, the calculation gives -5.22 eV. The energy comes out at -464.98570 hartree. The value obtained for the orbital gap is 8.35 eV. The energy relative to the best compared isomer or geometry (same formula, charge and spin) is 0.000 eV. The HOMO energy is -13.6 eV. As for the charge: +1.

=====

2.
A molecular structure, C6H13O4Sn, computed with the ωB97M-V functional and the def2-TZVPD basis.

Geometry (Å):
C: 0.954 1.164 0.536
O: 1.273 0.126 1.368
H: 0.072 0.954 -0.124
H: 0.710 2.119 1.068
H: 1.753 1.423 -0.207
O: 2.216 0.539 -4.052
C: 1.379 -0.334 -4.217
C: 1.541 -1.678 -3.566
O: 2.590 -1.634 -2.629
C: 2.162 -1.399 -1.220
C: 3.332 -0.862 -0.446
O: 3.856 0.245 -1.185
C: 4.616 1.159 -0.405
Sn: 4.030 -0.141 -3.156
H: 0.473 -0.148 -4.818
H: 1.772 -2.406 -4.361
H: 0.591 -1.996 -3.109
H: 1.814 -2.346 -0.784
H: 1.323 -0.695 -1.294
H: 4.122 -1.615 -0.299
H: 2.951 -0.512 0.533
H: 4.956 1.954 -1.077
H: 3.976 1.577 0.384
H: 5.477 0.646 0.046

For the LUMO energy (spin up / spin down), the calculation gives -1.02 / -1.03 eV. The energy comes out at -751.43500 hartree. The value obtained for the orbital gap (spin up / spin down) is 4.99 / 5.06 eV. The energy relative to the best compared isomer or geometry (same formula, charge and spin) is 0.000 eV. The HOMO energy (spin up / spin down) is -6.0 / -6.1 eV. As for the charge: 0. Its spin multiplicity is 2. As for the expectation value of S²: 0.753.

=====

3.
A molecular structure, C8H15F3NO3V, computed with the ωB97M-V functional and the def2-TZVPD basis.

Geometry (Å):
C: 1.918 0.465 1.339
C: 1.879 0.365 -0.179
C: 2.042 1.798 -0.713
C: 0.601 -0.200 -0.793
C: -0.203 -1.092 0.181
N: -1.324 -1.484 -0.499
C: -2.572 -1.126 0.100
C: -2.918 0.364 -0.007
O: -4.314 0.412 -0.186
C: -2.549 1.205 1.215
F: -2.450 0.498 2.314
F: -1.375 1.782 1.014
F: -3.414 2.153 1.423
H: 1.591 -0.425 1.857
H: 1.409 1.349 1.683
H: 2.951 0.609 1.620
H: 2.702 -0.202 -0.530
H: 2.038 1.759 -1.796
H: 2.933 2.261 -0.323
H: 1.171 2.370 -0.429
H: 0.896 -0.845 -1.604
H: -0.011 0.560 -1.248
H: 0.416 -1.983 0.380
H: -0.431 -0.621 1.127
H: -2.605 -1.508 1.120
H: -3.335 -1.641 -0.456
H: -2.450 0.785 -0.883
H: -4.560 1.285 -0.512
O: 2.617 -2.432 -0.858
V: 4.003 -2.947 -1.739
O: 5.341 -3.515 -2.618

For the LUMO energy, the calculation gives -4.15 eV. The energy comes out at -1837.60775 hartree. The value obtained for the orbital gap is 2.79 eV. The HOMO energy is -6.9 eV. As for the charge: 0.

=====

Across the entries above, max |F| takes the values 0.0431; 0.1534; 0.0392 Eh/bohr, respectively.